Record 1
Molecular formula: C36H34MoN10O4
Method: DFT, ωB97M-V with the def2-TZVPD basis set

Structure (ORCA input):
```
! wB97M-V def2-TZVPD RIJCOSX def2/J DEFGRID3
* xyz 2 3
Mo -0.26 -0.05 -0.27
N 0.45 -1.34 -1.95
C 1.83 -1.78 -1.91
C 2.12 -3.13 -2.01
C 3.43 -3.55 -1.91
C 4.44 -2.62 -1.73
C 4.13 -1.27 -1.67
C 2.82 -0.81 -1.77
C 2.49 0.63 -1.80
C 3.40 1.48 -2.44
C 3.19 2.84 -2.53
C 2.03 3.37 -2.00
C 1.10 2.54 -1.39
C 1.30 1.16 -1.27
H -0.14 -2.15 -2.16
H 0.31 -0.66 -2.73
H 1.32 -3.85 -2.16
H 3.67 -4.60 -1.99
H 5.47 -2.94 -1.65
H 4.93 -0.54 -1.53
H 4.29 1.05 -2.89
H 3.91 3.46 -3.03
H 1.83 4.44 -2.06
H 0.20 2.99 -1.01
N 1.62 -2.75 1.09
C 2.24 -1.57 1.22
N 3.49 -1.59 1.67
C 4.04 -0.40 1.89
N 5.33 -0.32 2.16
N 3.34 0.78 1.91
C 2.13 0.69 1.45
N 1.55 -0.43 0.95
C 1.21 1.84 1.60
C 1.60 2.98 2.28
C 0.65 3.97 2.52
C -0.65 3.76 2.10
C -0.97 2.59 1.41
N -0.05 1.66 1.15
H 2.18 -3.58 1.12
H 0.72 -2.81 0.64
H 5.88 -1.17 2.20
H 5.75 0.57 2.38
H 2.62 3.06 2.61
H 0.92 4.87 3.04
H -1.43 4.48 2.29
H -1.97 2.40 1.06
O -6.25 -3.91 -0.38
C -5.73 -3.39 -1.58
C -4.45 -2.68 -1.28
C -3.65 -2.19 -2.31
C -2.50 -1.51 -2.01
N -2.07 -1.31 -0.74
C -2.84 -1.79 0.25
C -4.02 -2.48 0.02
C -2.32 -1.56 1.61
C -3.01 -1.98 2.74
C -2.48 -1.75 4.00
C -3.20 -2.18 5.24
O -4.36 -2.87 4.87
C -1.25 -1.10 4.06
C -0.63 -0.71 2.90
N -1.14 -0.92 1.68
H -7.11 -4.32 -0.55
H -6.42 -2.68 -2.05
H -5.53 -4.18 -2.32
H -3.92 -2.32 -3.35
H -1.89 -1.11 -2.80
H -4.62 -2.86 0.83
H -3.96 -2.48 2.66
H -3.43 -1.28 5.83
H -2.52 -2.80 5.84
H -4.82 -3.19 5.66
H -0.77 -0.90 5.01
H 0.32 -0.21 2.96
O -3.14 1.40 -0.28
C -2.60 1.63 -1.35
C -3.15 2.49 -2.46
C -2.14 2.31 -3.59
C -1.16 1.31 -3.05
O -0.32 0.70 -3.69
N -1.38 1.09 -1.70
H -3.22 3.52 -2.10
H -4.16 2.17 -2.71
H -1.59 3.22 -3.85
H -2.57 1.93 -4.52
*
```

Calculated values
E_tot ... -2308.70537 Eh
Frontier orbital gap (alpha / beta) ... 7.4 / 6.7 eV
<S²> ... 2.019
Highest occupied orbital energy (alpha / beta) ... -13.2 / -13.2 eV

=====

Record 2
Molecular formula: C23H29N3O3S
Method: DFT, ωB97M-V with the def2-TZVPD basis set

Structure (ORCA input):
```
! wB97M-V def2-TZVPD RIJCOSX def2/J DEFGRID3
* xyz 0 1
C 10.50 -1.20 -0.39
H 10.28 -1.95 -1.15
H 11.51 -0.84 -0.55
H 10.45 -1.68 0.58
C 9.51 -0.04 -0.46
C 9.85 1.03 0.57
H 10.84 1.45 0.38
H 9.12 1.83 0.54
H 9.85 0.61 1.57
C 8.08 -0.55 -0.24
O 7.19 0.51 -0.50
C 5.87 0.32 -0.35
C 5.27 -0.88 0.05
C 3.90 -0.95 0.18
C 3.08 0.16 -0.07
C 3.68 1.35 -0.49
C 5.05 1.42 -0.63
H 5.52 2.33 -0.96
H 3.09 2.21 -0.75
C 1.63 -0.02 0.09
O 1.10 -1.12 0.06
N 0.92 1.13 0.31
C -0.45 1.30 0.49
N -1.18 0.18 0.44
C -2.55 -0.05 0.58
C -3.50 0.94 0.81
C -4.83 0.59 0.94
C -5.25 -0.74 0.84
C -4.29 -1.72 0.61
C -2.96 -1.38 0.48
H -2.22 -2.15 0.31
H -4.59 -2.75 0.53
C -6.70 -1.08 0.99
N -7.54 -0.18 0.22
C -7.34 -0.35 -1.21
C -8.17 0.71 -1.95
H -8.09 0.57 -3.03
O -9.53 0.60 -1.63
C -9.73 0.74 -0.25
C -8.95 -0.31 0.54
H -9.09 -0.15 1.61
H -9.33 -1.32 0.27
H -10.80 0.63 -0.08
H -9.41 1.74 0.08
H -7.79 1.71 -1.68
H -6.28 -0.22 -1.44
H -7.66 -1.35 -1.54
H -6.87 -2.14 0.71
H -6.98 -0.97 2.05
H -5.57 1.35 1.10
H -3.21 1.97 0.88
H -0.61 -0.66 0.29
S -0.95 2.86 0.73
H 1.43 2.01 0.37
H 3.43 -1.87 0.48
H 5.86 -1.75 0.26
H 7.88 -1.39 -0.92
H 7.97 -0.90 0.79
H 9.55 0.41 -1.46
*
```

Calculated values
SMILES ... CC(C)COc1ccc(C(=O)NC(=S)Nc2ccc(CN3CCOCC3)cc2)cc1
E_tot ... -1682.03468 Eh
Frontier orbital gap ... 8.2 eV
Highest occupied orbital energy ... -8.2 eV